(1)
Formula: C7H8O3
Source: the OMol25 dataset
Level of theory: ωB97M-V/def2-TZVPD

Last column: natural (NBO) charge in e.
Atoms and positions in Å:
H1 -2.798 0.313 -4.419  0.223
H2 -0.563 1.304 2.213  0.219
C1 -1.031 -0.650 -0.901  -0.223
C2 -2.051 -0.017 -3.689  -0.473
H3 -1.087 0.519 -3.803  0.229
H4 -1.325 -1.179 0.398  0.241
C3 -2.283 -0.961 -2.845  0.093
H5 -1.733 1.049 0.843  0.196
O1 0.284 0.769 0.347  -0.501
H6 -2.122 -0.778 2.078  0.226
C4 -0.006 0.136 -0.776  0.547
C5 -1.189 -0.830 1.511  -0.553
O2 0.791 0.449 -1.869  -0.659
C6 -0.832 0.624 1.333  -0.085
C7 -1.571 -1.648 -1.840  0.356
H7 -0.506 -1.521 1.984  0.226
O3 -1.424 -2.825 -1.564  -0.550
H8 1.336 1.147 -1.531  0.487

Spin multiplicity: 1
E_HOMO (alpha / beta), eV: -8.791 / -8.179
Lowest unoccupied orbital energy (alpha / beta), eV: -0.764 / -0.938
Relative energy (zero: lowest compared OMol25 entry of this formula, charge and spin), kJ/mol: 699.6
Calculated total energy, eV: -13524.00556

=====

(2)
Formula: C7H8S
Source: the OMol25 dataset
Level of theory: ωB97M-V/def2-TZVPD

Last column: natural (NBO) charge in e.
Atoms and positions in Å:
H1 -3.004 -0.854 -0.359  0.197
H2 1.116 2.963 0.314  0.220
C1 1.876 1.054 0.126  -0.290
C2 -0.633 -0.988 -0.108  0.084
H3 1.596 0.153 -0.388  0.201
C3 -1.961 -0.764 -0.750  -0.417
H4 -1.967 -0.948 -1.885  0.168
H5 0.235 -1.627 1.678  0.246
C4 -0.435 1.678 -0.325  -0.117
C5 0.175 -1.954 0.653  -0.668
H6 -0.257 -2.913 0.531  0.231
H7 -1.181 2.364 -0.265  0.207
C6 0.865 2.008 0.013  -0.254
H8 1.212 -1.942 0.335  0.238
C7 -0.928 0.278 -0.397  -0.062
S1 3.289 1.494 0.827  0.015

Spin multiplicity: 1
E_HOMO (alpha / beta), eV: -8.333 / -8.334
Lowest unoccupied orbital energy (alpha / beta), eV: -1.125 / -1.125
SMILES string: CC1=C(/C=C\C=S)C1
Relative energy (zero: lowest compared OMol25 entry of this formula, charge and spin), kJ/mol: 345.4
Calculated total energy, eV: -18219.73268

=====

(3)
Formula: C7H8S
Source: the OMol25 dataset
Level of theory: ωB97M-V/def2-TZVPD

Last column: natural (NBO) charge in e.
Atoms and positions in Å:
C1 0.808 -1.038 0.431  -0.294
H1 1.859 -1.720 -1.533  0.201
H2 -0.922 -0.587 1.876  0.223
H3 -1.038 1.760 0.781  0.221
C2 1.113 -1.224 -0.934  -0.100
C3 -1.546 -0.154 -0.297  -0.184
H4 2.649 0.261 -0.238  0.222
C4 0.641 1.299 -0.517  -0.397
S1 -3.239 -0.134 -0.193  0.118
H5 0.689 1.580 -1.625  0.226
C5 1.551 0.060 -0.359  -0.278
C6 -0.549 -0.459 0.758  -0.246
H6 -3.645 -1.278 0.232  0.111
H7 1.031 2.178 0.093  0.210
C7 -0.695 0.960 0.212  -0.261
H8 1.292 -1.506 1.313  0.229

Spin multiplicity: 1
E_HOMO (alpha / beta), eV: -8.321 / -7.567
Lowest unoccupied orbital energy (alpha / beta), eV: -0.154 / -0.025
Relative energy (zero: lowest compared OMol25 entry of this formula, charge and spin), kJ/mol: 569.5
Calculated total energy, eV: -18217.41093